1.
DFT (ωB97M-V/def2-TZVPD) results for C2H5IOS in the gas phase.

Cartesian coordinates (Å):
C -1.35743 0.09819 -0.52615
C 0.11003 -0.60013 0.14283
H 0.33214 -1.48394 -0.34030
I 3.40103 -0.40183 0.43311
O 0.88616 1.69682 1.00153
H -1.86449 0.34025 0.37844
H -1.73581 -0.65996 -1.25145
S 1.25988 0.81107 -0.05265
H -0.17336 -0.75233 1.21380
H -0.85814 0.95187 -0.99917

Atoms 1-3, force components in eV/Å:
4.29 -1.88 0.09
-3.31 2.87 0.86
0.89 -1.67 -1.06

Calculated values
Energy relative to the best compared isomer or geometry (same formula, charge and spin) (kcal/mol): 32.5
Molecular weight (g mol⁻¹): 204.03

natural (NBO) atomic charge list, values in e, 6 entries: atom 1 (C): -0.593, atom 2 (C): -0.625, atom 3 (H): 0.224, atom 4 (I): -0.164, atom 5 (O): -0.914, atom 6 (H): 0.226

=====

2.
DFT (ωB97M-V/def2-TZVPD) results for 2 unconnected molecules or ions with the total composition C7H16NO.

Cartesian coordinates (Å):
C 2.05746 -0.88313 -0.33545
N -0.52367 0.09519 -0.55971
H -3.51578 0.42733 0.84601
H -3.16436 1.11331 -0.63751
C -1.48042 0.02136 0.27309
C 2.82139 -1.38965 -1.46855
C -2.64099 0.88589 0.25636
C -1.62733 -0.94693 1.26164
H 1.21104 -1.53478 0.04502
H -2.37643 -1.69432 1.09849
O 2.35169 0.18200 0.26766
C -0.78743 1.08449 -1.58023
H 3.70554 -1.65627 -0.86841
H -0.79347 2.23353 -1.32003
H 0.03875 1.13980 -2.32622
H -1.72458 0.95084 -2.12462
H -2.51323 1.84451 0.85540
H 2.15866 1.52960 1.77339
H 2.28410 -2.23705 -1.96601
H 2.93977 -0.48661 -2.26522
H -0.63239 -1.41769 1.58032
H -2.00640 -0.38088 2.12672
H 0.61223 0.66477 1.23718
H 1.87022 -0.07662 2.35256
C 1.73563 0.53131 1.47811

Atoms 1-3, force components in eV/Å:
-3.66 -4.45 -1.52
-3.19 3.07 -0.33
1.58 0.18 -0.58

Calculated values
Energy relative to the best compared isomer or geometry (same formula, charge and spin) (kcal/mol): 28.1
Molecular weight (g mol⁻¹): 130.21
2S+1: 3
<S²>: 2.013
Total charge: +1

natural (NBO) atomic charge list, values in e, 6 entries: atom 1 (C): 0.098, atom 2 (N): -0.021, atom 3 (H): 0.269, atom 4 (H): 0.266, atom 5 (C): 0.351, atom 6 (C): -0.679

=====

3.
DFT (ωB97M-V/def2-TZVPD) results for a molecular structure, C10H31BN6O10Pd2.

Cartesian coordinates (Å):
N -0.69763 6.27349 -3.32177
H 0.58834 1.36308 -1.25904
H 0.10706 6.62279 -3.80997
H -0.41308 -2.43418 4.78192
C 1.44831 -1.54281 4.14507
H 1.54017 -0.75268 -0.00124
H 4.02879 -2.69978 4.51187
H -3.56001 -2.93574 -0.73514
C -0.52701 5.07577 -2.70809
O 2.37405 1.70714 1.21160
H 0.08644 0.12611 -6.53248
H 2.23992 1.93291 -1.18061
H -0.13719 -2.89538 2.53627
H 3.47139 -3.96874 3.38944
H -1.47149 6.82002 -3.00171
O 0.46255 0.90883 2.00072
H -2.48882 -1.32630 3.06961
B 1.35660 -1.89014 -0.14109
C 1.27442 1.89506 1.75014
H -2.13569 -4.10844 1.53484
H -2.08075 -3.94430 -0.87877
H -1.37621 3.84862 -1.35968
H 3.46589 -2.37853 2.75846
H 0.32656 -2.14411 -0.60800
H -2.34440 -2.96441 3.69196
H 1.10530 2.82270 -1.88658
N -1.51162 4.75451 -1.79929
O 1.99713 0.60240 -4.11854
H -2.38374 5.24286 -1.76880
C -2.46806 -2.93146 -0.76129
H -0.41999 -0.73711 4.55506
O -1.19433 2.39138 -0.26249
C 3.34215 -2.92743 3.69501
O -0.90097 0.30583 -0.93503
N 0.84679 0.60429 -6.08901
O 0.81806 3.07147 1.99641
N -0.61190 -2.03111 2.79748
H 1.83069 -0.92897 3.32603
H 1.54042 1.35648 -2.60513
H 1.41689 -2.36883 0.91662
N -0.22853 0.12076 -4.11359
H -1.00370 -0.17873 -4.67423
H -3.58042 -3.06769 1.67825
C -2.05835 -2.30573 2.85905
H -2.05868 -2.22375 -1.47935
H 2.23297 -2.25699 -0.79223
C -0.06372 -1.65840 4.08416
Pd -1.38065 2.50591 1.97245
C 0.95104 0.38310 -4.74262
Pd -0.49100 -0.77122 0.90932
O 2.00399 -2.84787 4.15711
O 0.45166 4.35264 -2.87641
C -2.48522 -3.07734 1.61665
O -2.07303 0.81300 0.73598
H -0.17107 -0.14687 -3.13861
O -2.03613 -2.34866 0.47924
H 1.68778 -1.07388 5.10566
N 1.37192 1.84844 -1.70909
C -1.71139 1.20320 -0.45404
H 1.69747 0.91475 -6.52240

Atoms 1-3, force components in eV/Å:
0.12 -0.57 -0.23
0.12 -0.14 0.61
-0.26 0.38 -0.05

Calculated values
Molecular weight (g mol⁻¹): 619.04
2S+1: 5
<S²>: 6.018

natural (NBO) atomic charge list, values in e, 6 entries: atom 1 (N): -0.839, atom 2 (H): 0.461, atom 3 (H): 0.412, atom 4 (H): 0.182, atom 5 (C): -0.075, atom 6 (H): 0.004

=====

4.
DFT (ωB97M-V/def2-TZVPD) results for C22H21N3O4S2 in the gas phase.

Cartesian coordinates (Å):
H -1.11509 -2.09709 4.19541
H 2.37400 -2.65725 -2.79661
O -2.55749 -1.90827 1.22061
H 0.94619 5.57714 0.62675
C 1.40048 -0.39501 -7.00104
C -2.44354 -3.78966 2.40268
C 1.09426 0.87661 -3.61190
H 2.82801 -1.23438 1.78904
N 1.92514 -1.09396 -0.64106
C 1.82356 -1.29003 -4.34312
H -2.26748 -4.47315 3.20680
H -1.74062 4.73951 3.64230
H -0.81779 5.68838 0.72616
H 0.15932 5.94779 2.16851
C -1.72387 -1.52970 3.48550
C -2.98606 -2.91522 0.44003
C 0.18957 -0.68508 2.23563
H -2.69421 4.49613 2.18107
C -2.22584 -2.44397 2.41420
H 2.45346 -0.69288 -7.03682
S 1.22514 2.82069 0.95508
O 2.68940 -3.25204 -0.68002
N 0.89552 0.22648 1.63554
C -2.09790 3.98854 2.93841
S 0.75040 -2.34233 2.19178
C -0.94699 3.28197 2.30502
H 1.16059 0.18419 -7.89144
H 2.04139 -2.00597 -5.11948
O 1.14059 0.45601 -5.91197
C 2.40190 -2.17239 1.43796
N -0.95300 -0.43609 2.92160
C 0.43515 1.48959 1.71527
H -2.55831 -1.05472 4.01756
C 1.74884 -0.77816 -1.99279
C 1.28549 0.50094 -2.30212
H 1.08007 1.20208 -1.50592
C 1.36187 -0.01611 -4.65181
C -2.94289 -4.09473 1.11278
H 0.77063 -1.29018 -6.97213
C 0.08200 5.36501 1.25016
H 0.73738 1.86331 -3.86045
C -1.48851 0.86893 3.06521
C 0.00467 3.91351 1.56310
H 1.65896 -0.35916 0.01598
O -2.50349 1.03259 3.71024
C 2.01510 -1.66773 -3.02498
C 2.35565 -2.24800 -0.09038
H -3.28422 -2.66524 -0.55837
H -2.72256 3.27431 3.46523
H -3.22276 -5.05937 0.74363
C -0.70875 1.87817 2.39758
H 2.96666 -3.02403 1.81561

Atoms 1-3, force components in eV/Å:
-0.10 0.05 -0.05
0.01 -0.02 0.02
0.11 0.51 0.22

Calculated values
Energy relative to the best compared isomer or geometry (same formula, charge and spin) (kcal/mol): 18.7
Molecular weight (g mol⁻¹): 455.56
SMILES: COc1ccc(NC(=O)CSc2nc3sc(C)c(C)c3c(=O)n2Cc2ccco2)cc1

natural (NBO) atomic charge list, values in e, 6 entries: atom 1 (H): 0.233, atom 2 (H): 0.245, atom 3 (O): -0.406, atom 4 (H): 0.225, atom 5 (C): -0.251, atom 6 (C): -0.293

=====

5.
DFT (ωB97M-V/def2-TZVPD) results for 2 unconnected molecules or ions with the total composition C5H14.

Cartesian coordinates (Å):
H 1.34141 -1.09467 0.59884
H -0.46637 3.59852 0.17106
C -2.13245 1.30513 -0.75759
H 0.70908 -3.65206 0.71132
H 2.40772 -3.35033 1.12124
C -0.60407 2.67980 0.74324
H -2.16693 0.44457 -1.42739
H 2.01636 -3.92387 -0.46612
H 0.00420 1.53909 -0.97126
H -1.47931 2.77500 1.39403
H -2.46623 2.21226 -1.27318
H 0.89755 -1.66519 -0.99060
H 0.32049 2.57375 1.31550
C 1.57494 -1.84251 -0.15431
C 1.65408 -3.27000 0.33156
H -2.85794 1.12534 0.03615
C -0.74104 1.49053 -0.17841
H -0.53430 0.58612 0.40024
H 2.52279 -1.53148 -0.60431

Atoms 1-3, force components in eV/Å:
-0.09 -0.15 0.28
-0.32 0.12 0.01
-0.14 0.34 -0.07

Calculated values
Energy relative to the best compared isomer or geometry (same formula, charge and spin) (kcal/mol): 3.0
Molecular weight (g mol⁻¹): 74.17
SMILES: CCC.CC

natural (NBO) atomic charge list, values in e, 6 entries: atom 1 (H): 0.203, atom 2 (H): 0.201, atom 3 (C): -0.602, atom 4 (H): 0.204, atom 5 (H): 0.203, atom 6 (C): -0.605

=====

Asked for E across the records above, the calculation gives -23136.8715, -11041.8420, -47919.4979, -57486.3243, -5411.9188 eV in order.
Asked for largest force on an atom across the records above, the calculation gives 0.091, 0.116, 0.189, 0.018, 0.024 Eh/bohr in order.